The following is a DFT calculation (ωB97M-V with the def2-TZVPD basis set) of a structure of composition C33H35F5N4OsP2S.

Results
ΔE to the lowest compared entry with this formula, charge and spin (kcal/mol): 154.70
E (Ha): -3167.29395
Spin multiplicity: 5
HOMO (alpha / beta) (eV): -12.593 / -12.593
Gap between HOMO and LUMO (alpha / beta) (eV): 5.053 / 3.318
Charge: +2
E_LUMO (alpha / beta) (eV): -7.54 / -9.27

CARTESIAN COORDINATES (ANGSTROEM)
1 Os 0.074 1.155 0.953
2 S 3.794 -0.330 -0.252
3 P -0.878 1.986 -0.857
4 P -1.487 0.096 1.938
5 F 8.195 0.462 2.372
6 F 9.425 -1.614 0.992
7 F 5.541 1.136 1.770
8 F 7.948 -3.182 -0.745
9 F 5.251 -2.736 -0.980
10 N -2.392 1.378 -2.021
11 N -2.265 -1.530 2.008
12 N -2.286 0.570 3.471
13 N -1.360 3.818 -1.586
14 C 7.504 -0.224 1.421
15 C -1.182 4.930 -0.746
16 C -4.420 0.820 -2.857
17 C -1.929 6.022 -1.260
18 C -2.077 2.270 0.568
19 C 1.930 -0.351 -2.677
20 C -3.865 -3.152 2.055
21 C 6.174 0.114 1.126
22 C -3.567 -1.864 1.620
23 C 0.545 -0.774 -2.916
24 C -3.981 1.165 4.880
25 C -2.209 0.871 -3.307
26 C -1.710 -2.647 2.624
27 C -3.432 0.444 -3.818
28 C 5.392 -0.684 0.229
29 C 1.891 -2.721 -0.551
30 C 2.947 -2.707 -2.803
31 C 2.283 -3.576 -1.691
32 C 1.397 -0.143 2.124
33 C -3.779 1.445 -1.788
34 C -2.676 -3.661 2.686
35 C 7.376 -2.126 -0.109
36 C -3.674 0.596 3.653
37 C -2.722 0.923 0.846
38 C 2.953 -1.181 -2.577
39 C -2.720 1.545 5.469
40 C 6.035 -1.827 -0.319
41 C 0.682 -2.101 -0.565
42 C -2.625 5.540 -2.427
43 C -1.723 1.170 4.577
44 C 8.109 -1.336 0.792
45 C -0.043 -1.700 -1.820
46 C -2.240 4.200 -2.603
47 H 0.273 -1.217 -3.883
48 H -0.296 -2.685 -2.256
49 H -0.672 -2.607 2.952
50 H -0.543 4.870 0.159
51 H 1.387 -4.147 -2.086
52 H -4.823 -3.650 1.931
53 H 4.010 -2.977 -2.883
54 H -0.659 1.267 4.618
55 H -3.793 0.984 1.061
56 H -1.397 2.636 1.422
57 H -4.222 1.918 -0.886
58 H -5.475 0.604 -2.857
59 H -1.946 7.033 -0.833
60 H 1.349 -0.540 3.161
61 H -4.314 0.178 2.901
62 H -2.790 3.042 0.279
63 H -3.538 -0.142 -4.726
64 H 3.907 -0.830 -3.051
65 H 2.106 0.730 -2.399
66 H -2.594 3.560 -3.422
67 H 2.227 0.625 2.231
68 H 2.535 -2.782 0.365
69 H -4.186 -1.150 1.079
70 H -2.545 -4.645 3.127
71 H 0.131 -1.890 0.344
72 H 3.040 -4.324 -1.349
73 H -2.604 2.041 6.428
74 H -3.327 6.094 -3.051
75 H 0.016 0.175 -2.910
76 H 2.464 -3.036 -3.731
77 H -4.985 1.285 5.293
78 H -2.633 0.216 0.017
79 H 1.889 -0.901 1.439
80 H -0.940 -1.145 -1.511
81 H -1.260 0.922 -3.870